[1]
{"formula": "C11H32O7S5", "method": "ωB97M-V with the def2-TZVPD basis set", "elements": ["S", "S", "S", "S", "S", "O", "O", "O", "O", "O", "O", "O", "C", "C", "C", "C", "C", "C", "C", "C", "C", "C", "C", "H", "H", "H", "H", "H", "H", "H", "H", "H", "H", "H", "H", "H", "H", "H", "H", "H", "H", "H", "H", "H", "H", "H", "H", "H", "H", "H", "H", "H", "H", "H", "H"], "positions_angstrom": [[17.242, -14.765, -16.190], [21.078, -6.344, -15.013], [17.922, -9.058, -16.403], [12.710, -6.504, -15.616], [17.593, -5.073, -19.086], [17.207, -7.950, -17.174], [18.230, -13.853, -15.689], [21.090, -7.807, -14.658], [13.717, -5.391, -15.529], [17.779, -3.966, -20.073], [17.198, -16.095, -15.229], [15.887, -14.331, -16.400], [11.302, -6.152, -16.694], [16.423, -6.229, -19.859], [20.624, -5.376, -13.554], [16.940, -10.604, -16.654], [17.830, -15.640, -17.636], [19.071, -6.102, -19.220], [13.410, -7.784, -16.708], [22.832, -5.858, -15.292], [15.002, -16.535, -14.206], [17.660, -8.788, -14.634], [16.441, -15.993, -14.011], [18.300, -14.863, -18.234], [16.344, -14.948, -13.714], [16.943, -16.621, -13.281], [10.941, -5.154, -16.456], [20.605, -4.320, -13.818], [16.395, -7.139, -19.260], [18.555, -16.336, -17.222], [23.143, -6.551, -16.072], [14.551, -16.411, -13.215], [19.326, -6.294, -20.261], [19.903, -5.645, -18.685], [18.889, -7.039, -18.685], [14.451, -15.911, -14.903], [18.647, -8.568, -14.208], [10.539, -6.821, -16.280], [19.637, -5.729, -13.271], [13.706, -7.259, -17.618], [16.982, -10.927, -17.696], [14.961, -17.583, -14.490], [16.995, -16.145, -18.104], [12.744, -8.640, -16.801], [14.345, -8.204, -16.335], [15.497, -5.671, -19.942], [11.443, -6.429, -17.734], [22.895, -4.840, -15.674], [15.880, -10.398, -16.519], [16.818, -6.506, -20.839], [17.460, -11.327, -16.029], [17.082, -7.922, -14.306], [21.341, -5.539, -12.749], [23.478, -5.967, -14.422], [17.353, -9.657, -14.048]], "lowdin_charge": [0.61, 0.80, 0.86, 0.81, 0.81, -0.59, -0.28, -0.57, -0.56, -0.58, -0.28, -0.29, -0.27, -0.26, -0.26, -0.24, -0.10, -0.27, -0.26, -0.25, -0.07, -0.26, -0.25, 0.07, 0.12, 0.12, 0.05, 0.05, 0.02, 0.07, 0.04, 0.08, 0.06, 0.04, 0.02, 0.06, 0.02, 0.04, 0.04, 0.05, 0.05, 0.07, 0.07, 0.06, 0.03, 0.04, 0.05, 0.05, 0.05, 0.05, 0.03, 0.06, 0.05, 0.05, 0.05], "homo_energy_ev": -8.09, "de_lowest_kj_mol": 70.1, "orbital_gap_ev": 8.492, "total_energy_ev": -80429.9743}

[2]
{"formula": "C4H12NO2", "method": "ωB97M-V with the def2-TZVPD basis set", "elements": ["O", "O", "N", "C", "C", "C", "C", "H", "H", "H", "H", "H", "H", "H", "H", "H", "H", "H", "H"], "positions_angstrom": [[0.184, -2.836, -0.095], [-1.732, 1.964, -0.061], [-0.251, -0.108, -0.572], [0.240, 0.833, 0.481], [-0.654, 2.038, 0.472], [0.136, 0.317, -1.969], [0.274, 0.168, 1.860], [-0.119, -0.508, -2.606], [1.204, 0.489, -2.097], [-0.473, -3.469, -0.408], [-0.399, 1.222, -2.193], [1.261, 1.135, 0.247], [0.168, -1.029, -0.373], [-0.678, -0.236, 2.058], [1.030, -0.601, 1.969], [0.477, 0.925, 2.594], [-1.258, 0.042, -0.550], [0.925, -3.322, 0.290], [-0.335, 2.975, 0.951]], "lowdin_charge": [-0.03, 0.10, 0.04, -0.29, -0.17, 0.03, 0.00, 0.10, 0.11, 0.08, 0.10, 0.16, 0.12, 0.09, 0.10, 0.10, 0.16, 0.08, 0.15], "charge": 1, "homo_energy_ev": -14.80, "de_lowest_kj_mol": 111.3, "orbital_gap_ev": 11.501, "total_energy_ev": -9921.0769}

[3]
{"formula": "C3H10O3", "method": "ωB97M-V with the def2-TZVPD basis set", "elements": ["O", "O", "O", "C", "C", "C", "H", "H", "H", "H", "H", "H", "H", "H", "H", "H"], "positions_angstrom": [[-0.130, 0.745, -2.134], [1.349, 0.513, 0.718], [1.681, -1.318, -1.986], [0.140, 0.905, 1.468], [-0.674, -0.352, 1.567], [-1.956, -0.443, 1.252], [1.883, -0.723, -1.250], [-0.744, 1.110, -2.779], [-0.354, 1.657, 0.857], [-2.503, -1.367, 1.405], [0.479, 1.257, 2.440], [1.453, 1.205, 0.057], [-0.067, -1.208, 1.841], [-2.499, 0.247, 0.612], [0.290, -0.046, -2.509], [1.653, -2.181, -1.561]], "lowdin_charge": [-0.07, -0.12, -0.05, -0.21, -0.17, 0.00, 0.03, 0.04, 0.11, 0.05, 0.11, 0.06, 0.10, 0.06, 0.01, 0.05], "smiles": "C=CCO.O.O", "homo_energy_ev": -9.75, "de_lowest_kj_mol": 97.8, "orbital_gap_ev": 10.572, "total_energy_ev": -9414.5191}